# 1
Computed, not measured: an isolated molecule of C4H6N2O, with ωB97M-V/def2-TZVPD.

The LUMO energy is 0.7 eV. As for the multiplicity: 1. The SMILES is [H]/N=C/OCCC#N.

Last column: Mulliken charge in e.
Atoms and positions in Å:
O1 -1.0145 -1.0318 0.3910  -0.36
N1 3.2045 0.6810 -1.0709  -0.40
N2 -1.6064 1.0770 -0.2966  -0.62
C1 0.2264 -0.8754 -0.2930  -0.59
C2 1.1635 0.0784 0.4580  -0.24
C3 -1.8849 -0.0142 0.2795  0.13
C4 2.3170 0.4174 -0.3778  0.17
H1 0.6233 1.0006 0.6870  0.26
H2 0.6539 -1.8788 -0.3443  0.37
H3 1.5097 -0.3694 1.3947  0.28
H4 0.0418 -0.5000 -1.3033  0.39
H5 -2.4038 1.7066 -0.2774  0.23
H6 -2.8304 -0.2914 0.7531  0.39

# 2
Computed, not measured: a cluster of 3 separate species, C3H9FNO2 in total, with ωB97M-V/def2-TZVPD.

The LUMO energy is -3.3 eV. As for the multiplicity: 1. Its net charge is +1.

Last column: Mulliken charge in e.
Atoms and positions in Å:
F1 -1.8452 0.9702 0.3875  -0.34
O1 0.6254 0.5849 1.2949  -0.41
O2 0.4291 0.9725 -0.9305  -0.32
N1 3.4738 -0.2939 -0.4662  -0.80
C1 -2.9897 0.0959 0.4726  -0.01
C2 1.0770 0.6151 0.1089  0.41
C3 -3.3123 -0.9363 -0.3239  -0.57
H1 4.1937 0.2269 0.0687  0.32
H2 -3.4921 0.2148 1.4146  0.36
H3 -4.0893 -1.5672 -0.1567  0.30
H4 3.4982 -1.2354 0.0175  0.34
H5 2.1951 0.2493 -0.2882  0.33
H6 -0.4549 1.3366 -0.7437  0.45
H7 -0.3799 0.5731 1.6040  0.45
H8 3.7212 -0.4235 -1.3519  0.27
H9 -2.6500 -1.3830 -1.1075  0.21

# 3
Computed, not measured: an isolated molecule of C8H10N2S2, with ωB97M-V/def2-TZVPD.

The LUMO energy is 0.1 eV. As for the multiplicity: 1. The SMILES is CSC(=S)Nc1cc(C)ccn1.

Last column: Mulliken charge in e.
Atoms and positions in Å:
S1 2.9475 -1.6831 -0.4300  -0.30
S2 2.4164 1.1666 0.0923  0.00
N1 0.5928 -0.8358 0.4110  -0.17
N2 -0.5884 0.6800 -0.8546  -0.49
C1 -2.9936 0.6730 -0.8277  -0.43
C2 1.8656 -0.4865 0.0016  0.09
C3 -1.8202 -0.8490 0.5200  -0.41
C4 -0.6331 -0.3041 0.0294  0.50
C5 -4.3003 -0.8914 0.7182  -1.44
C6 1.2734 2.0161 1.1916  -0.75
C7 -3.0203 -0.3165 0.1345  0.91
C8 -1.7775 1.1824 -1.2577  -0.65
H1 -4.0860 -1.7102 1.3547  0.36
H2 0.4924 -1.7998 0.7759  0.26
H3 1.8670 2.9085 1.4673  0.36
H4 -4.8463 -0.1331 1.2546  0.33
H5 1.0606 1.4623 2.1328  0.27
H6 -1.7040 1.9393 -2.0246  0.41
H7 -4.9505 -1.2415 -0.1230  0.32
H8 0.3946 2.3450 0.6477  0.19
H9 -1.7553 -1.6623 1.2253  0.27
H10 -3.8897 1.1032 -1.2621  0.40

# 4
Computed, not measured: a structure of composition C19H22IrN6O5Te, with ωB97M-V/def2-TZVPD.

The LUMO energy (spin up / spin down) is -6.5 / -8.0 eV. As for the multiplicity: 2. Its net charge is +2.

Last column: Mulliken charge in e.
Atoms and positions in Å:
Ir1 0.5153 0.4721 0.2802  0.78
Te1 1.2423 -0.7336 -1.9526  0.30
O1 -3.4096 0.2426 -0.2814  -0.53
O2 -2.4993 -4.2026 2.5473  -0.48
O3 2.0480 -0.7895 0.8357  -0.70
O4 2.4765 -2.4253 2.3074  -0.54
O5 -1.2481 0.7777 -0.5666  -0.66
N1 1.1456 1.2866 2.0691  -0.57
N2 1.6389 2.9065 3.6621  0.09
N3 1.0536 3.5533 1.5236  -0.10
N4 1.0047 4.6425 -0.4835  -0.38
N5 -0.4480 -1.0987 0.9935  0.19
N6 1.0282 2.3263 -0.4896  -0.25
C1 -0.4726 -3.1209 2.1884  -0.77
C2 -2.2629 0.0319 -0.0495  0.20
C3 -1.6991 -3.4659 -5.2918  -0.60
C4 1.2789 2.5372 2.4403  0.75
C5 0.0154 -2.4733 -2.0590  -0.52
C6 -1.8670 -3.1687 2.0140  0.74
C7 1.0389 3.4627 0.1476  0.70
C8 1.9528 4.3016 3.9948  -1.00
C9 -1.7154 -2.2581 -5.9759  -0.61
C10 -2.5216 -2.1521 1.2909  -0.27
C11 -0.5978 -1.1934 -4.1337  0.53
C12 -1.7645 -1.1226 0.7934  -0.05
C13 1.6997 -1.7966 1.6572  0.23
C14 -0.0033 0.0427 -3.4912  -0.86
C15 1.7837 1.8741 4.6964  -1.05
C16 0.2022 -2.0517 1.6551  0.47
C17 -1.1618 -1.1254 -5.4021  -0.79
C18 -0.5848 -2.4065 -3.4459  0.39
C19 -1.1308 -3.5425 -4.0306  -0.82
H1 1.5570 0.6188 2.7063  0.13
H2 0.6044 0.6228 -4.1822  0.63
H3 0.0575 -3.8980 2.7222  0.64
H4 -1.1042 -4.4886 -3.5044  0.47
H5 -2.1491 -2.2023 -6.9648  0.42
H6 -3.4543 -4.1763 2.3957  0.34
H7 -2.1177 -4.3520 -5.7488  0.42
H8 1.1085 5.5167 0.0028  0.18
H9 0.6407 -3.3495 -1.9005  0.69
H10 1.9130 2.3625 5.6556  0.31
H11 2.6564 1.2464 4.5065  0.40
H12 -3.5898 -2.1569 1.1107  0.54
H13 1.0552 4.9240 3.9908  0.36
H14 2.3622 4.3276 4.9983  0.29
H15 2.7063 4.7040 3.3175  0.41
H16 -0.7304 -2.4235 -1.2675  0.11
H17 0.9716 4.4823 1.9029  0.22
H18 0.8857 4.6918 -1.4812  0.21
H19 0.9181 2.4617 -1.4861  0.11
H20 0.8835 1.2610 4.7431  0.39
H21 -1.1635 -0.1882 -5.9443  0.46
H22 -0.7493 0.6855 -3.0160  0.44

# 5
Computed, not measured: a cluster of 8 separate species, C42H96N4O8 in total, with ωB97M-V/def2-TZVPD.

The LUMO energy is 0.2 eV. As for the multiplicity: 1. The SMILES is CC1(C)CCCC(C)(C)N1O.CC1(C)CCCC(C)(C)N1O.CC1(C)CCCC(C)(C)N1O.CC1(C)CCCC(C)(C)N1O.CC(C)O.CC(C)O.O.O.

Last column: Mulliken charge in e.
Atoms and positions in Å:
O1 2.7318 2.2841 1.5731  -0.63
O2 -5.0884 -1.6658 -2.4825  -0.51
O3 -0.1476 0.3971 0.4157  -0.46
O4 -1.6619 -2.9110 -0.7099  -0.45
O5 -5.5966 3.5987 2.1570  -0.46
O6 2.2054 -2.8217 7.2473  -0.43
O7 6.6338 -3.8386 0.9969  -0.43
O8 -0.1044 3.9863 -7.2856  -0.50
N1 -5.0270 4.7705 2.3176  0.36
N2 6.0682 -3.9977 -0.2518  0.19
N3 1.1713 -3.1149 6.3579  0.24
N4 0.1501 3.1790 -6.1442  0.27
C1 -3.5643 4.7403 2.5236  1.25
C2 -3.1716 6.2332 2.9945  -1.13
C3 0.0448 0.9626 -7.1272  -1.88
C4 0.4966 -4.4179 6.4441  1.74
C5 0.5481 3.9840 -5.0029  1.83
C6 1.8157 4.6744 -5.3292  -1.87
C7 -3.1791 3.7824 3.7854  -1.75
C8 4.6606 -3.6919 -0.3403  1.92
C9 -5.7014 5.8348 1.4963  1.57
C10 -0.5634 -1.4413 6.9987  -1.79
C11 2.2162 2.2011 -7.3693  -1.69
C12 3.8946 -4.5630 0.7145  -1.99
C13 -5.2190 7.2085 1.8422  -1.21
C14 1.6846 1.9712 -3.7870  -0.80
C15 1.4943 1.1634 -5.1013  -1.08
C16 1.5805 -5.5800 6.3536  -1.94
C17 4.8925 -3.5749 -2.8189  -0.92
C18 -0.5205 -2.3289 4.6168  -1.03
C19 -7.2060 5.7589 1.8224  -1.99
C20 7.3874 -2.2452 -1.3426  -1.64
C21 -4.5566 0.3932 -1.6061  -1.31
C22 -5.4358 -0.3248 -2.6829  0.49
C23 -1.5952 -5.3110 -0.4967  -1.49
C24 0.9806 1.9313 -6.3836  1.60
C25 -0.4659 -4.7168 5.2241  -1.25
C26 -1.3698 -3.6142 4.8927  -0.72
C27 4.4592 -2.2185 0.0247  -2.16
C28 -5.4852 5.5730 -0.0169  -1.80
C29 8.1984 -4.6057 -1.1883  -2.03
C30 1.2209 -0.7890 5.3802  -2.16
C31 -2.7007 4.3636 1.3756  -1.69
C32 -0.1869 -4.4483 7.7749  -1.74
C33 -5.0304 0.0740 -4.0958  -1.29
C34 4.0041 -3.9430 -1.6797  -0.73
C35 -3.7105 7.3770 2.1355  -0.67
C36 -0.5796 5.0903 -4.8178  -2.12
C37 6.9910 -3.7234 -1.3360  1.75
C38 -1.0312 -4.1489 -2.5958  -1.31
C39 6.3003 -4.0982 -2.6431  -1.49
C40 -0.9895 -4.0552 -1.0685  0.63
C41 0.7082 3.1294 -3.7100  -1.19
C42 0.3262 -1.9370 5.8226  1.67
H1 -0.7163 -5.1065 -3.0104  0.36
H2 -5.2690 1.1185 -4.2963  0.35
H3 -3.7195 8.2906 2.7299  0.37
H4 -5.7563 -2.2057 -2.9114  0.28
H5 -3.4642 6.3238 4.0406  0.46
H6 -4.7886 0.0979 -0.5829  0.33
H7 2.7457 1.2628 -7.5343  0.49
H8 -5.5723 -0.5490 -4.8073  0.37
H9 -3.5025 0.2379 -1.8361  0.28
H10 -0.3540 -0.5290 0.2892  0.25
H11 -3.5087 4.1481 4.7579  0.41
H12 -7.8761 6.4539 1.3163  0.38
H13 -6.4976 -0.2469 -2.4494  0.34
H14 -0.5173 5.7107 -3.9238  0.40
H15 6.8747 -3.9004 -3.5481  0.47
H16 0.1112 -4.9657 4.3336  0.44
H17 -0.0488 -3.9120 -0.5368  0.26
H18 0.9179 3.7116 -2.8127  0.40
H19 -5.8774 7.5839 2.6257  0.46
H20 -5.3900 7.8819 1.0024  0.33
H21 -1.0907 -5.5958 5.3826  0.38
H22 2.9323 -2.5805 6.6685  0.35
H23 8.6973 -4.7674 -2.1439  0.41
H24 8.9249 -4.2126 -0.4770  0.38
H25 -3.1727 3.4889 0.9282  0.35
H26 -3.1474 7.5858 1.2259  0.37
H27 2.4855 0.7552 -5.2983  0.25
H28 0.1036 -5.3608 8.2956  0.51
H29 -0.9856 0.8467 0.3076  0.26
H30 4.8384 -2.0316 1.0294  0.54
H31 -1.4807 4.4787 -4.7719  0.47
H32 1.9580 5.1077 -6.3193  0.36
H33 1.9756 5.5705 -4.7296  0.41
H34 0.1191 -3.6490 8.4497  0.25
H35 8.3345 -2.1000 -1.8622  0.45
H36 -0.3710 -3.4367 -3.0908  0.29
H37 1.9235 -0.5166 6.1677  0.49
H38 6.6953 -2.8805 0.9972  0.38
H39 -0.2998 2.7573 -3.5268  0.39
H40 3.1952 -3.2166 -1.7583  0.14
H41 6.6597 -1.6829 -1.9277  0.36
H42 3.6453 -5.5607 0.3534  0.44
H43 4.8001 -1.5519 -0.7674  0.22
H44 0.7916 0.1752 5.1077  0.33
H45 -4.4673 5.8291 -0.3107  0.36
H46 -5.7442 4.5643 -0.3387  0.33
H47 -0.2425 1.1551 -8.1609  0.33
H48 -2.7370 5.1353 0.6066  0.24
H49 -6.1780 6.2618 -0.5003  0.49
H50 -0.0331 -1.4014 7.9502  0.26
H51 3.1018 -4.0102 1.2186  0.35
H52 6.3037 -5.1851 -2.7252  0.46
H53 -1.9295 -3.8400 3.9851  0.40
H54 -6.0404 3.5590 3.0074  0.38
H55 7.5691 -1.7621 -0.3825  0.30
H56 0.0616 -2.5593 3.7245  0.32
H57 -2.0912 3.8323 3.7379  0.42
H58 3.3840 -2.0492 0.0823  0.56
H59 2.7039 2.3494 -3.8661  0.35
H60 -1.2300 -1.5226 4.4308  0.39
H61 7.9969 -5.6340 -0.8881  0.44
H62 2.3146 -5.4214 7.1435  0.46
H63 -2.0854 6.2730 3.0756  0.40
H64 0.5744 0.0103 -7.0996  0.46
H65 2.2201 2.6285 2.3050  0.29
H66 3.5702 -4.9341 -1.8121  0.48
H67 1.8550 -1.1945 4.5917  0.48
H68 1.5725 1.3532 -2.8962  0.44
H69 -7.6129 4.8422 1.3954  0.48
H70 -1.0577 4.0643 -7.3668  0.35
H71 -1.9813 -3.8573 -3.0434  0.39
H72 2.2551 -5.4948 5.5016  0.43
H73 -1.6984 4.0146 1.6239  0.48
H74 -0.8160 -6.0675 -0.4033  0.39
H75 -2.3897 -5.7079 -1.1286  0.32
H76 0.9195 0.2628 -4.8853  0.45
H77 4.3798 -3.9748 -3.6938  0.45
H78 1.2366 -6.6140 6.3255  0.39
H79 -4.0114 -0.2289 -4.3368  0.29
H80 -3.4407 2.7251 3.7411  0.37
H81 -7.4980 5.7600 2.8725  0.43
H82 5.0329 -2.4955 -2.8760  0.27
H83 2.1216 1.7201 1.0980  0.31
H84 -1.0177 -0.4786 6.7643  0.46
H85 2.6686 3.9957 -5.3295  0.29
H86 4.5488 -4.9534 1.4940  0.43
H87 -1.9533 -5.0852 0.5077  0.36
H88 -0.5201 5.7546 -5.6799  0.46
H89 1.8200 2.6722 -8.2689  0.38
H90 -4.5209 1.4816 -1.6530  0.39
H91 -2.5145 -2.9668 -1.1478  0.22
H92 -0.8983 0.7809 -6.6117  0.41
H93 -1.3745 -2.1658 7.0712  0.39
H94 -2.1553 -3.4323 5.6263  0.34
H95 2.9980 2.9042 -7.0819  0.34
H96 -1.2691 -4.4572 7.6453  0.32

It is found that the F_max values, taken in the order of the records, are 1.117 5.930 2.127 0.948 5.686 eV/Å.
It is found that the energy relative to the best compared isomer or geometry (same formula, charge and spin) values, taken in the order of the records, are 126.1 49.3 69.4 57.9 171.3 kJ/mol.